Record 1
Computed, not measured: a gas-phase ion, C5H7Cl2N2 (charge +1) in a non-equilibrium geometry, with ωB97M-V/def2-TZVPD.

```
16
Properties=species:S:1:pos:R:3:forces:R:3:lowdin_charge:R:1
Cl -3.2091 -1.1674 0.3257 -1.568 -1.443 0.945 0.839
Cl -0.0390 2.6946 0.3251 0.113 -0.269 0.528 0.813
N -1.5943 0.1385 -1.0591 0.742 1.793 -0.362 0.034
N 0.7106 0.2129 -1.0827 0.119 0.703 -3.783 0.025
C 0.2207 1.2138 1.0877 -0.833 -0.510 -1.255 -0.426
C -2.3574 0.1246 -0.1063 1.203 0.577 0.031 -0.561
C -0.5165 0.5733 -1.6461 1.193 -1.902 1.336 -0.116
C 0.8501 -1.2725 0.7243 -0.382 1.465 4.159 -0.012
C 0.9879 0.1915 0.2903 -0.943 -0.976 1.476 -0.452
H 1.3333 -0.3917 -1.6835 -0.712 1.540 0.734 0.201
H -0.1318 1.0465 2.0938 0.096 0.159 0.108 0.088
H 0.1595 -1.7919 0.1404 -1.735 -0.512 -0.581 0.057
H 0.5663 -1.1475 1.8317 -0.122 -0.958 -1.457 0.120
H -0.6100 0.9690 -2.6291 0.295 0.143 -0.695 0.142
H 1.6655 -1.9476 0.7794 1.592 0.148 -0.336 0.078
H 1.9641 0.5539 0.6083 0.943 0.043 -0.847 0.170
```
Positions in Å, forces in eV/Å.

Properties
DFT total energy: -1224.17017 a.u.
Relative energy (zero: lowest compared OMol25 entry of this formula, charge and spin): 4.360 eV
Gap between HOMO and LUMO (alpha / beta): 5.741 / 8.484 eV
Highest occupied orbital energy (alpha / beta): -12.4 / -13.4 eV
Charge: +1

Record 2
Computed, not measured: 2 unconnected molecules or ions with the total composition C4H12NP in a non-equilibrium geometry, with ωB97M-V/def2-TZVPD.

```
18
Properties=species:S:1:pos:R:3:forces:R:3:lowdin_charge:R:1
P -1.0275 1.5158 -0.8072 -2.526 -0.437 0.285 0.833
N -0.0815 0.6687 0.0423 1.429 -0.419 1.780 -0.398
C 1.9262 1.0120 1.4085 -1.228 1.670 0.843 -0.102
C -3.5157 -1.5306 -0.3705 -2.540 1.573 2.765 -0.032
C 1.3694 0.7601 0.0116 1.211 -1.209 0.078 -0.541
C 1.9432 -0.6769 -0.4322 -1.988 4.494 -2.049 -0.033
H 1.6937 1.5707 -0.6667 -0.003 -0.419 -0.113 0.101
H -0.1513 1.9686 -1.7169 1.502 1.391 -1.660 -0.180
H 2.9879 0.8978 1.5790 0.280 -0.047 -0.509 0.074
H 1.3272 -0.7928 -1.3186 0.179 -1.233 -0.101 0.068
H 1.4108 0.3571 2.0629 -0.306 -1.221 0.661 0.054
H -3.3993 -2.2703 0.3880 -0.090 -1.045 0.039 0.016
H 1.7897 -1.2895 0.3630 -0.525 -2.226 1.859 0.036
H -4.5431 -1.0941 -0.3164 0.570 -0.507 0.162 0.044
H 2.9458 -0.5517 -0.7087 1.521 -0.068 -0.259 0.054
H -2.8938 -0.7492 -0.0536 1.158 1.234 0.079 -0.054
H 1.5976 1.9761 1.8744 0.466 -0.247 -0.827 0.084
H -3.3796 -1.7717 -1.3388 0.891 -1.284 -3.030 -0.026
```
Positions in Å, forces in eV/Å.

Properties
Structure (SMILES): [H]/P=N\C(C)C.C
DFT total energy: -555.62328 a.u.
Relative energy (zero: lowest compared OMol25 entry of this formula, charge and spin): 2.533 eV
Gap between HOMO and LUMO: 9.285 eV
Highest occupied orbital energy: -9.5 eV

Record 3
Computed, not measured: 2 unconnected molecules or ions with the total composition C4H9NO2S in a non-equilibrium geometry, with ωB97M-V/def2-TZVPD.

```
17
Properties=species:S:1:pos:R:3:forces:R:3:lowdin_charge:R:1
S 2.1066 -0.0401 0.3898 0.787 0.284 -0.481 0.776
O 2.0852 1.4106 0.0503 0.478 -0.091 0.471 -0.532
O 3.7642 -0.4959 0.2756 0.307 0.576 0.397 -0.370
N -0.4808 1.7474 -0.2394 -5.744 -2.962 -3.219 0.139
C -0.9212 -0.1511 1.2935 -0.268 -1.586 1.943 -0.117
C -1.9101 -0.4520 0.0816 0.216 4.054 0.799 -0.006
C 1.3687 -0.7606 -0.9737 -2.535 -1.877 1.325 -0.255
C -0.6739 0.4057 0.0280 2.848 0.780 -1.496 -0.385
H 1.0156 -1.8727 -0.9582 1.008 2.172 0.166 0.064
H 4.3608 -0.0045 0.9208 -1.493 -0.662 -0.970 0.070
H -0.3916 -0.9205 1.9048 -0.274 0.275 -1.373 0.118
H -1.1233 0.6560 1.9746 -0.899 0.176 0.284 0.109
H 0.3288 2.2499 -0.1508 2.865 0.722 0.784 0.031
H -1.8954 -1.3522 -0.4605 0.059 -1.088 -0.143 0.078
H -0.9819 1.9177 -1.1592 1.109 0.325 1.544 0.143
H 1.1327 -0.1938 -1.8524 0.614 0.287 -0.329 0.012
H -2.8171 0.2278 -0.0139 0.923 -1.385 0.298 0.125
```
Positions in Å, forces in eV/Å.

Properties
DFT total energy: -761.02923 a.u.
Relative energy (zero: lowest compared OMol25 entry of this formula, charge and spin): 6.373 eV
Gap between HOMO and LUMO (alpha / beta): 7.726 / 7.723 eV
Highest occupied orbital energy (alpha / beta): -7.8 / -7.8 eV

Record 4
Computed, not measured: a molecular structure, C28H72CrF2NO16S2 in a non-equilibrium geometry, with ωB97M-V/def2-TZVPD.

```
122
Properties=species:S:1:pos:R:3:forces:R:3:lowdin_charge:R:1
Cr 30.1227 19.2995 -3.6377 1.987 -4.146 -2.907 0.984
S 29.7057 21.8955 -5.7247 3.156 -1.881 -5.121 0.462
S 28.2488 22.0971 -3.7798 -0.697 -1.961 3.725 0.546
F 30.8863 20.9902 -6.2764 -0.252 -0.087 0.695 -0.156
F 28.2118 21.3346 -2.3615 -0.014 -0.116 -0.167 -0.182
O 32.2031 27.9729 -6.7547 0.256 -0.275 0.119 -0.062
O 28.0900 18.5419 -3.5806 -0.554 -0.569 0.258 -0.127
O 34.1674 23.4459 -8.4623 0.294 -0.448 -0.475 -0.074
O 24.8130 27.0326 -4.4899 0.127 -0.245 0.215 -0.064
O 29.8504 18.9014 -1.4800 -0.753 0.139 0.392 -0.123
O 28.7042 21.6916 -6.7171 -0.769 0.303 0.791 -0.236
O 23.7545 20.1139 -8.0091 0.397 -0.232 -0.116 -0.051
O 26.9372 21.8940 -4.2690 0.177 0.124 -0.707 -0.225
O 30.1518 18.0516 -5.4294 -1.083 -1.649 -2.735 -0.085
O 30.3347 23.1696 -5.6657 -0.461 0.188 1.198 -0.248
O 31.6539 20.6360 -2.6758 -0.216 0.388 0.396 -0.115
O 32.5334 22.4893 -10.5953 0.209 -0.294 -0.594 -0.058
O 25.6242 26.2445 -6.9895 0.289 0.072 -0.170 -0.065
O 31.9330 18.7843 -4.6815 3.312 -0.590 -0.200 -0.109
O 30.8488 17.2656 -3.6090 1.430 -2.812 1.119 -0.102
O 28.7165 23.3772 -3.4052 0.258 0.299 -0.646 -0.210
N 29.4241 21.0359 -4.3917 -1.873 3.557 0.077 -0.319
C 23.7346 21.4679 -7.5695 -0.732 0.034 0.842 -0.489
C 24.7765 21.5772 -6.4755 0.791 -0.083 -0.462 -0.059
C 33.5419 22.9139 -6.2070 0.415 -0.343 -0.339 -0.044
C 27.0434 26.0212 -7.0971 0.081 -0.456 0.049 -0.451
C 32.3448 21.5383 -0.5374 -0.542 0.227 0.018 -0.039
C 32.3306 20.4846 -9.2487 1.014 -0.641 -0.483 -0.049
C 27.3353 24.5289 -7.0912 -0.354 0.110 -0.960 -0.049
C 22.3459 21.8129 -7.0377 0.090 0.296 -0.414 -0.055
C 29.0425 20.0613 0.4704 -0.367 0.116 -0.469 -0.034
C 31.4754 21.7657 -1.7940 1.672 0.422 0.846 -0.429
C 23.3453 25.1401 -4.4403 -0.109 -0.960 -0.106 -0.063
C 25.3881 25.1674 -3.0201 1.013 -0.081 -0.226 -0.064
C 28.7288 18.9531 -0.5407 0.886 0.302 0.955 -0.421
C 34.7151 23.1229 -7.1763 -1.087 0.810 0.093 -0.446
C 31.4065 26.5083 -5.0833 0.147 -0.071 0.409 -0.056
C 35.6153 24.2634 -6.7184 -0.118 -0.068 0.141 -0.050
C 32.6448 27.1837 -5.6216 -0.796 1.129 -0.658 -0.477
C 24.2907 26.0205 -3.6402 0.008 0.061 -0.231 -0.483
C 30.5100 22.1864 -9.4120 -1.318 0.093 0.519 -0.067
C 26.9724 18.5336 -4.5350 0.280 1.473 -1.146 -0.423
C 26.8515 17.1857 -5.2067 -0.913 0.132 -0.082 -0.027
C 28.6828 17.6228 0.1841 -0.508 -0.469 -0.582 -0.039
C 33.2481 28.1352 -4.5972 0.793 -1.109 0.248 -0.058
C 25.7041 18.9863 -3.8328 0.251 -1.718 0.454 -0.038
C 31.6333 21.4841 -10.1553 -0.428 0.716 1.127 -0.473
C 27.7405 26.7264 -5.9553 -0.345 -0.265 0.275 -0.032
C 31.9221 23.0406 -2.4901 -1.010 0.352 -0.481 -0.040
C 31.2538 17.6378 -4.7999 -5.609 8.476 4.566 -0.543
H 24.6509 20.8735 -5.6534 -0.291 -0.120 -0.155 0.066
H 25.5297 18.2361 -3.0461 0.036 0.326 0.295 0.088
H 27.4504 26.2542 -5.0127 0.019 -0.086 -0.023 0.076
H 33.0334 22.7934 -9.8241 0.077 -0.153 -0.005 0.036
H 33.3681 26.4597 -6.0103 0.069 -0.085 0.370 0.109
H 27.8197 19.1826 -1.0869 0.124 -0.153 -0.272 0.128
H 25.7339 21.3645 -6.9603 0.152 -0.011 0.334 0.083
H 32.4085 20.4806 -0.2814 -0.057 0.003 0.053 0.075
H 31.2213 20.9778 -11.0284 0.138 0.091 -0.145 0.135
H 31.6869 25.9543 -4.1839 -0.167 -0.259 -0.114 0.081
H 25.9156 24.5592 -3.7656 -0.368 -0.073 -0.183 0.054
H 33.3518 21.9427 -0.6440 0.035 -0.101 -0.147 0.082
H 33.8130 24.3416 -8.4659 0.062 0.042 0.285 0.104
H 28.9104 21.0427 0.0166 -0.072 0.032 0.085 0.069
H 23.7953 26.5514 -2.8236 -0.257 -0.013 -0.137 0.133
H 27.4584 27.7725 -5.8488 0.183 0.089 -0.292 0.093
H 33.0205 19.8766 -9.8461 -0.120 -0.017 -0.080 0.080
H 33.0010 20.9786 -8.5411 -0.386 0.203 0.195 0.061
H 31.8675 22.0756 0.2846 0.178 -0.078 0.153 0.087
H 35.2519 22.1799 -7.2666 0.201 0.139 -0.380 0.140
H 24.8431 18.8129 -4.4779 0.041 0.670 -0.226 0.088
H 25.2163 25.8984 -7.7886 -0.132 -0.023 0.073 0.101
H 22.6664 25.6482 -5.1245 -0.048 0.386 0.339 0.083
H 26.2017 25.7846 -2.6284 -0.316 0.199 0.294 0.081
H 33.9247 23.0012 -5.1882 -0.390 0.120 0.128 0.075
H 30.6713 27.2536 -4.7743 0.097 0.125 -0.068 0.085
H 31.6854 19.7840 -8.7204 -0.244 0.237 0.025 0.080
H 34.1009 28.6805 -5.0075 -0.237 0.272 -0.142 0.077
H 33.0756 21.9360 -6.3379 0.213 -0.030 0.051 0.061
H 29.9830 22.9311 -10.0136 0.314 0.004 -0.263 0.080
H 25.7998 19.9740 -3.4005 -0.259 0.109 -0.169 0.065
H 25.0479 24.4840 -2.2405 -0.192 0.113 0.024 0.080
H 30.8113 22.7044 -8.4952 0.577 0.008 -0.182 0.064
H 30.4539 21.8598 -1.4424 -0.285 -0.400 -0.604 0.111
H 27.7465 17.5095 0.7312 0.129 0.135 0.236 0.092
H 32.6053 20.6378 -2.8377 -0.087 -0.583 -0.544 0.124
H 23.1293 19.9651 -8.7236 -0.068 0.232 -0.004 0.087
H 31.6793 23.9104 -1.8760 0.179 -0.054 0.151 0.099
H 28.8119 26.5844 -6.0658 0.044 0.281 -0.044 0.059
H 29.5351 17.5129 0.8574 -0.073 0.041 0.090 0.092
H 31.3406 23.1776 -3.4031 0.087 0.003 -0.069 0.051
H 36.2590 23.8876 -5.9225 0.191 0.303 -0.014 0.083
H 28.3809 19.9689 1.3312 0.052 0.105 0.054 0.092
H 22.3757 22.7897 -6.5507 -0.094 -0.071 0.137 0.068
H 33.6963 27.5270 -3.8027 -0.189 0.123 0.190 0.080
H 26.0960 17.2639 -5.9937 -0.023 0.163 0.046 0.096
H 26.8634 24.1060 -7.9876 -0.036 -0.156 0.106 0.087
H 25.0648 26.6026 -5.3281 -0.069 0.308 0.074 0.032
H 21.6132 21.8856 -7.8465 -0.008 -0.104 0.008 0.075
H 29.7120 21.5348 -9.0403 0.198 -0.379 -0.263 0.068
H 24.0116 22.1595 -8.3734 -0.030 -0.107 -0.119 0.134
H 32.7507 23.6234 -6.4546 0.149 0.298 0.459 0.073
H 22.7786 24.4460 -3.8121 -0.114 0.224 0.115 0.081
H 35.0218 25.0979 -6.3307 -0.112 -0.206 0.186 0.057
H 28.7075 16.7946 -0.5288 0.084 0.041 -0.022 0.089
H 22.0219 21.0393 -6.3423 0.014 0.088 0.119 0.084
H 26.9059 24.0044 -6.2382 0.318 0.089 0.220 0.066
H 30.9217 25.8548 -5.8058 0.205 -0.155 0.008 0.063
H 27.7471 16.8366 -5.7124 0.264 -0.019 0.459 0.085
H 32.9855 28.4503 -7.0493 -0.143 0.124 -0.192 0.077
H 27.2508 19.2861 -5.2786 0.036 -0.058 -0.003 0.136
H 28.4005 24.3590 -7.2444 0.035 -0.143 0.429 0.072
H 30.0821 19.9948 0.7974 -0.042 -0.160 0.142 0.082
H 26.4084 16.4869 -4.4873 0.448 -0.338 -0.065 0.094
H 24.8550 22.5693 -6.0323 -0.185 0.097 -0.178 0.059
H 32.9771 23.0814 -2.7651 0.075 -0.285 0.233 0.084
H 36.1860 24.7059 -7.5341 0.299 -0.434 -0.045 0.083
H 32.4976 28.7927 -4.1675 0.010 0.129 -0.132 0.085
H 23.9386 24.4715 -5.0765 0.154 0.160 -0.020 0.053
H 28.0731 17.6096 -3.3204 0.787 0.097 0.444 0.111
H 27.3853 26.3769 -8.0756 -0.006 0.405 0.148 0.140
H 30.5800 18.6179 -0.9161 0.403 -0.013 -0.511 0.112
```
Positions in Å, forces in eV/Å.

Properties
DFT total energy: -4409.05851 a.u.
Gap between HOMO and LUMO (alpha / beta): 7.420 / 8.283 eV
Expectation value of S²: 3.93
Highest occupied orbital energy (alpha / beta): -9.2 / -9.2 eV
Multiplicity: 4

Record 5
Computed, not measured: a molecular structure, C22H17CaClO10 in a non-equilibrium geometry, with ωB97M-V/def2-TZVPD.

```
51
Properties=species:S:1:pos:R:3:forces:R:3:lowdin_charge:R:1
Ca 0.2890 -0.2675 -1.0020 -0.224 1.762 0.886 1.480
Cl -6.8146 2.0264 0.8775 -0.121 0.039 0.022 0.554
O -1.1482 -0.8994 -2.3256 -1.679 -1.027 -1.479 -0.178
O 0.3688 -2.1795 0.1547 0.108 -0.804 0.593 -0.172
O -0.6219 2.5959 1.9367 -0.039 -0.021 -0.019 0.042
O 2.1054 -2.7736 -3.7091 -0.142 0.062 0.115 -0.011
O 4.1761 1.2095 1.3343 -0.076 0.065 0.130 0.042
O -2.0788 -2.5573 -3.5203 0.144 0.109 0.112 -0.013
O 1.6626 -1.1515 -2.2224 1.657 -1.488 -1.498 -0.176
O 2.0151 0.4330 0.2449 0.758 0.478 0.659 -0.111
O -1.2449 0.2453 0.3781 -1.432 0.412 1.050 -0.172
O 0.9635 1.8369 -1.1266 0.271 0.952 0.023 -0.078
C -4.1425 2.2460 1.3162 0.053 0.001 0.014 -0.110
C -0.7487 -4.1291 0.6501 0.095 0.138 0.011 -0.100
C 4.1521 4.8379 1.2961 0.034 -0.062 0.021 -0.122
C -0.7204 -3.1833 -1.6708 -0.038 0.325 -0.151 -0.097
C 0.8288 -3.3712 -1.7859 0.182 0.388 -0.103 -0.101
C 1.2412 -3.2107 -0.3106 0.184 -0.571 -0.139 -0.250
C -4.8291 0.3909 -0.0443 0.020 0.128 0.118 -0.123
C 2.2164 4.0428 0.1301 0.077 0.053 -0.038 -0.026
C -1.3605 -2.1141 -2.6139 -0.504 -0.531 -0.207 -0.633
C -3.5294 -0.0093 -0.1729 0.143 -0.102 -0.100 -0.001
C 2.6091 2.7302 0.3358 0.025 -0.196 0.010 -0.054
C 1.7865 1.5939 -0.2256 0.677 0.743 0.309 -0.598
C 0.7643 -4.4349 0.5015 -0.020 0.069 0.001 -0.100
C -5.1388 1.5242 0.7205 -0.001 -0.004 -0.013 -0.698
C 2.9728 5.1009 0.6108 -0.060 0.106 -0.030 -0.116
C 4.5619 3.5338 1.5163 0.052 -0.012 0.009 -0.038
C -0.8601 -2.8337 -0.1728 -0.462 -0.674 -0.016 -0.262
C 3.7853 2.4669 1.0604 -0.140 0.046 0.031 -0.272
C -2.7997 1.8564 1.2100 0.109 -0.400 -0.253 -0.127
C -1.8251 2.7102 1.8656 0.071 0.257 0.214 -0.259
C 1.5850 -2.3311 -2.6770 0.424 -0.520 -0.273 -0.630
C -2.4292 0.6700 0.4683 -0.267 0.268 0.232 -0.346
H 4.7566 5.6537 1.6783 -0.004 0.012 -0.030 0.086
H -2.3112 3.5898 2.3657 0.012 -0.033 -0.022 0.104
H 1.3005 4.2141 -0.4201 -0.011 -0.052 -0.004 0.117
H -1.3919 -4.9211 0.2680 -0.015 0.009 -0.026 0.106
H 1.2605 -4.4836 1.4721 0.000 0.038 -0.006 0.102
H 0.9607 -5.3682 -0.0272 0.012 0.012 -0.027 0.106
H 2.6458 6.1216 0.4512 0.010 -0.009 0.010 0.084
H -1.6934 -2.1911 0.0847 -0.010 0.101 0.025 0.138
H 3.3932 0.6437 1.0619 0.094 -0.019 -0.209 0.075
H -3.2890 -0.8434 -0.8187 0.057 -0.029 0.003 0.100
H 5.4777 3.3174 2.0537 -0.028 -0.026 0.016 0.102
H 1.0870 -4.3504 -2.1835 -0.044 -0.048 0.051 0.137
H -1.2410 -4.1123 -1.8953 0.048 -0.044 0.012 0.136
H -4.3850 3.1394 1.8828 0.011 0.002 0.009 0.096
H 2.2803 -2.9300 -0.1556 -0.057 0.129 0.008 0.164
H -1.0151 -3.9337 1.6901 0.018 -0.015 -0.008 0.107
H -5.6277 -0.1508 -0.5362 0.029 -0.015 -0.043 0.096
```
Positions in Å, forces in eV/Å.

Properties
DFT total energy: -2739.05761 a.u.
Relative energy (zero: lowest compared OMol25 entry of this formula, charge and spin): 1.526 eV
Gap between HOMO and LUMO: 6.809 eV
Highest occupied orbital energy: -2.5 eV
Charge: -2

Record 6
Computed, not measured: a molecular structure, CH3I2P in a non-equilibrium geometry, with ωB97M-V/def2-TZVPD.

```
7
Properties=species:S:1:pos:R:3:forces:R:3:lowdin_charge:R:1
I -0.2065 -0.3003 3.3887 -0.197 0.106 -0.642 0.589
I -2.2886 -1.2748 0.4970 0.846 1.181 0.792 0.470
P 0.9421 0.1017 -0.2959 -2.455 1.014 0.746 0.668
C -0.8562 0.2248 1.4186 1.045 -1.091 -1.712 -1.301
H 1.9880 0.3855 0.5700 0.426 -0.269 0.481 -0.199
H 1.2477 -1.2660 -0.6006 -0.313 0.165 0.912 -0.162
H -1.3453 1.2342 1.4959 0.648 -1.107 -0.578 -0.065
```
Positions in Å, forces in eV/Å.

Properties
DFT total energy: -976.53174 a.u.
Relative energy (zero: lowest compared OMol25 entry of this formula, charge and spin): 4.025 eV
Gap between HOMO and LUMO: 7.666 eV
Highest occupied orbital energy: -8.8 eV